No. 1
Entry from the Open Molecules 2025 dataset: a molecular structure, C35H51AsCrN8S2 (ωB97M-V with the def2-TZVPD basis set).

- Frontier orbital gap (spin up / spin down): 6.85 / 7.23 eV
- Expectation value of S²: 3.794
- Energy relative to the best compared isomer or geometry (same formula, charge and spin): 0.4 kcal per mole
- LUMO level (spin up / spin down): -2.40 / -2.11 eV
- Energy: -5878.79213 hartree
- Molecular weight: 774.9 g/mol

Structure (ORCA input):
```
! RIJCOSX wB97M-V def2-TZVPD def2/J DEFGRID3
* xyz 1 4
Cr 0.73960 0.95686 -0.57140
C -2.43789 1.79155 -1.86584
C -1.79702 2.99673 -2.54870
C -0.29688 3.21767 -2.28050
N 0.19278 2.81113 -0.96351
C 0.28297 3.69121 0.03369
C -0.39483 4.92325 0.00269
C -0.34145 6.02597 0.84038
C 0.40405 6.24998 1.98158
C 1.24804 5.32617 2.58085
C 1.52910 4.01783 2.24848
C 1.10642 3.21246 1.16631
N 1.46267 1.95044 1.03966
C 2.42045 1.32477 1.92454
C 3.05203 0.13935 1.20831
C 3.64155 0.52184 -0.14921
N 2.57816 0.65205 -1.12424
C 2.80988 0.55323 -2.43358
C 4.10358 0.67295 -2.95209
C 4.58611 0.57158 -4.25042
C 3.92115 0.25882 -5.41649
C 2.56481 -0.02444 -5.52464
C 1.56098 -0.00131 -4.58013
C 1.57454 0.32871 -3.20515
N 0.46356 0.36826 -2.48216
C -0.80450 0.15323 -3.16375
C -2.04859 0.36305 -2.30958
H -2.26387 1.90379 -0.80097
H -3.51848 1.88773 -1.99518
H -1.94203 2.96341 -3.63220
H -2.35392 3.87383 -2.20523
H 0.29514 2.67071 -3.01371
H -0.05494 4.27427 -2.43072
H -1.07543 5.03525 -0.82862
H -0.98670 6.84273 0.53498
H 0.31390 7.21701 2.45421
H 1.75601 5.67371 3.47380
H 2.19528 3.52289 2.93992
H 3.21682 2.03152 2.18465
H 1.95029 1.00323 2.86125
H 3.82099 -0.30396 1.84372
H 2.30103 -0.64656 1.04426
H 4.21549 1.45471 -0.05058
H 4.33790 -0.25536 -0.48424
H 4.85558 0.91954 -2.21427
H 5.65052 0.75900 -4.34928
H 4.50781 0.20982 -6.32379
H 2.22960 -0.30960 -6.51606
H 0.59797 -0.30371 -4.96515
H -0.86249 0.79985 -4.04861
H -0.83405 -0.87933 -3.53397
H -2.87023 -0.03781 -2.91055
H -1.98153 -0.28479 -1.43095
C -2.02164 -6.01775 0.79577
As -2.65388 -4.25626 0.35411
C -4.57134 -4.35012 0.48584
C -2.27907 -4.01471 -1.51554
S -1.85768 -2.76332 1.59079
H -2.58794 -6.76682 0.24496
H -2.13332 -6.16781 1.86849
H -0.96714 -6.08099 0.52686
H -4.95649 -5.12360 -0.17629
H -4.97976 -3.38158 0.19634
H -4.84608 -4.56872 1.51705
H -2.38685 -4.96516 -2.03480
H -1.25987 -3.63636 -1.61574
H -2.98420 -3.28937 -1.92131
N -0.86272 0.50082 0.66855
C -1.67448 0.57862 1.48987
N -2.54548 0.62725 2.44592
C -2.45822 1.69358 3.46023
C -3.30719 1.28976 4.66427
C -3.25635 -0.22151 4.85202
C -3.96403 -0.93268 3.69388
C -3.77417 -0.17380 2.37824
H -2.78530 2.64249 3.02684
H -1.40780 1.79018 3.74010
H -4.33965 1.61689 4.52605
H -2.92792 1.81199 5.54264
H -3.71020 -0.50839 5.79992
H -2.21126 -0.53901 4.89480
H -5.03498 -1.00049 3.89497
H -3.58462 -1.94950 3.59078
H -4.60940 0.50269 2.17354
H -3.67014 -0.85537 1.53385
C 4.52548 -3.47800 -0.90683
N 3.48495 -3.43330 0.10081
C 3.65141 -3.70216 1.44788
C 2.44115 -3.57698 2.03193
N 1.55233 -3.22932 1.03849
C 2.18456 -3.14588 -0.15659
S 1.51159 -2.75277 -1.64667
H 5.29320 -4.17834 -0.58707
H 4.96444 -2.48969 -1.05152
H 4.08428 -3.80553 -1.84561
H 4.60902 -3.95713 1.85961
H 2.13758 -3.71292 3.05194
H 0.54726 -3.10415 1.16285
*
```



No. 2
Entry from the Open Molecules 2025 dataset: a molecular structure, C35H51BiBrCl4N6O7SSeSi (ωB97M-V with the def2-TZVPD basis set).

- Frontier orbital gap: 7.60 eV
- Energy relative to the best compared isomer or geometry (same formula, charge and spin): 0.0 kcal per mole
- LUMO level: 2.13 eV
- Energy: -9938.41287 hartree
- Molecular weight: 1237.6 g/mol

Structure (ORCA input):
```
! RIJCOSX wB97M-V def2-TZVPD def2/J DEFGRID3
* xyz -1 1
Bi -0.26143 0.30712 -0.12841
N -1.23646 1.61997 1.91838
C -0.85866 2.90067 2.53214
C -0.67451 4.02612 1.52723
C 0.63485 3.94757 0.75744
N 0.69208 2.83048 -0.18642
H -2.21880 1.63954 1.65845
H -1.11658 0.85713 2.58036
H 0.07233 2.73603 3.08166
H -1.60816 3.19457 3.27590
H -0.69332 4.97543 2.07183
H -1.51750 4.03932 0.83071
H 1.45482 3.82251 1.46919
H 0.80851 4.90428 0.24820
H 1.66103 2.64389 -0.46738
H 0.16795 3.06296 -1.02338
N -2.36638 -1.14405 0.00024
C -3.08541 -1.39504 1.24194
C -4.25827 -2.38926 1.11360
C -4.04882 -3.62002 0.21482
C -3.52148 -4.86385 0.93053
N -2.33631 -4.62935 1.74232
C -1.11276 -4.43198 1.23332
N -0.80668 -4.73547 -0.02899
N -0.15161 -3.97076 2.04451
C -2.06031 -1.67150 2.37040
O -2.38662 -2.41419 3.32887
O -0.96549 -1.07506 2.25332
H -2.93904 -0.66358 -0.68963
H -2.03530 -1.99537 -0.45702
H -3.52902 -0.43645 1.54230
H -5.10480 -1.82934 0.70925
H -4.54150 -2.69643 2.12416
H -3.40279 -3.37086 -0.62925
H -5.00744 -3.89594 -0.23296
H -3.31905 -5.66746 0.21903
H -4.28114 -5.24164 1.61701
H -2.50525 -4.06202 2.57735
H -1.54267 -4.71758 -0.72006
H 0.03508 -4.26245 -0.37256
H -0.48741 -3.51642 2.88604
H 0.58990 -3.46052 1.55392
Cl 0.98787 -1.56114 -4.50353
C -0.31521 -2.60847 -3.96585
Cl -1.59120 -2.64469 -5.22557
Cl 0.31779 -4.24912 -3.73638
C -1.01574 -2.11002 -2.64105
O -1.71430 -2.97387 -2.09112
O -0.84345 -0.91539 -2.33997
C -3.72698 2.29543 -4.20667
Si -2.11559 2.58626 -3.28878
C -0.71734 1.73813 -4.17564
C -1.77192 4.43830 -3.27180
Se -2.38415 1.92176 -1.14779
H -3.71952 2.79650 -5.17914
H -4.57778 2.66825 -3.63307
H -3.87425 1.22622 -4.37242
H -0.56840 2.20142 -5.15663
H -0.92459 0.67884 -4.31252
H 0.21594 1.80131 -3.60971
H -1.79825 4.85390 -4.28362
H -0.78111 4.63625 -2.85389
H -2.50474 4.96842 -2.66015
O 1.85142 0.40737 1.66086
S 2.80724 1.41688 2.21378
C 4.48768 1.02367 1.62073
C 4.88926 -0.40637 1.79528
C 4.29538 -1.38695 1.00705
C 4.64226 -2.71992 1.16729
C 5.59213 -3.08419 2.11145
C 6.18997 -2.11153 2.90280
C 5.83560 -0.77924 2.74727
C 3.04459 0.92304 3.94789
C 1.75376 1.04957 4.70076
C 0.75905 0.09157 4.52180
C -0.45818 0.21250 5.17729
C -0.68911 1.29160 6.02093
C 0.29942 2.24960 6.20533
C 1.51473 2.12931 5.54597
H 5.14240 1.70951 2.16467
H 4.44854 1.32404 0.57166
H 3.53694 -1.11962 0.28474
H 4.15364 -3.46313 0.54984
H 5.86624 -4.12489 2.23293
H 6.93210 -2.38996 3.64097
H 6.30283 -0.01947 3.36565
H 3.81998 1.57631 4.35481
H 3.40597 -0.10593 3.93334
H 0.91221 -0.73031 3.83529
H -1.21773 -0.54246 5.00737
H -1.63869 1.38782 6.53293
H 0.12329 3.09390 6.86047
H 2.28363 2.88158 5.68551
Cl 1.20924 -2.35488 -0.24442
Br 4.41874 -3.86909 -3.25043
C 4.65487 -1.99116 -3.07212
C 5.84449 -1.42323 -3.49639
C 6.02610 -0.05595 -3.33607
C 5.03715 0.71481 -2.74449
C 3.84239 0.12951 -2.34252
C 3.63950 -1.23459 -2.51583
C 2.78742 0.97096 -1.65434
O 3.20262 1.95344 -1.00032
O 1.58867 0.58916 -1.76675
H 6.61516 -2.04090 -3.93712
H 6.95118 0.40140 -3.66495
H 5.17879 1.77424 -2.57731
H 2.71030 -1.68281 -2.18948
*
```



No. 3
Entry from the Open Molecules 2025 dataset: a molecular structure, C35H51Br61N3S2 in a non-equilibrium geometry (ωB97M-V with the def2-TZVPD basis set).

- Frontier orbital gap: 7.10 eV
- Energy relative to the best compared isomer or geometry (same formula, charge and spin): 204.7 kcal per mole
- LUMO level: -2.38 eV
- Energy: -159338.74053 hartree
- Molecular weight: 5452.1 g/mol

Structure (ORCA input):
```
! RIJCOSX wB97M-V def2-TZVPD def2/J DEFGRID3
* xyz 1 1
C 1.18481 1.17707 0.66883
C 0.27873 0.77728 -0.64809
C -0.27078 -0.77473 -0.64720
Br 0.06954 -1.57053 1.19999
N -1.70039 -0.94125 -1.11133
C -1.96009 -0.51236 -2.54466
C -3.56317 -0.03671 -2.58296
N -4.43861 -1.03181 -1.82361
C -3.75453 -2.37659 -1.72656
C -2.28834 -2.31918 -0.92279
C -1.40663 -3.55649 -1.52976
C -1.76190 -4.89286 -0.58824
C -0.38900 -5.44715 0.18980
S 0.82414 -6.13423 -1.08057
C 2.57128 -5.47314 -0.74052
S 3.58877 -6.43727 0.22256
N 2.92319 -4.14573 -1.37614
C 4.24054 -3.58772 -0.88218
C 4.14924 -2.99564 0.66744
C 3.06778 -4.30021 -2.87400
C 2.76830 -2.94439 -3.74627
H 2.14150 0.47645 0.80137
H 1.63975 2.25693 0.44064
H 0.55861 1.29327 1.65052
H 1.01151 0.88073 -1.58486
H -0.57576 1.57941 -0.84632
H 0.47132 -1.37930 -1.36063
H -2.28078 -0.28530 -0.50562
H -1.35460 0.43852 -2.88448
H -1.72741 -1.35168 -3.34689
H -3.94206 0.20487 -3.66464
H -3.58697 0.97257 -1.94642
H -5.30486 -1.19948 -2.40904
H -4.40568 -3.21200 -1.19306
H -3.62636 -2.76178 -2.84832
H -2.56610 -2.42474 0.21947
H -0.24622 -3.43486 -1.46313
H -1.73434 -3.85925 -2.63161
H -2.52671 -4.60419 0.25490
H -2.14573 -5.78440 -1.25816
H -0.73700 -6.29394 0.95599
H 0.11916 -4.61779 0.85498
H 5.15380 -4.33329 -1.00679
H 4.49401 -2.64302 -1.55899
H 3.02316 -2.94456 1.04844
H 4.57636 -1.88393 0.65597
H 4.81963 -3.62178 1.39428
H 4.20996 -4.58566 -3.07161
H 2.42556 -5.18566 -3.32116
H 3.80747 -2.54610 -4.17760
H 2.13834 -3.28875 -4.69304
H 2.22329 -2.08744 -3.16140
C -1.65042 -0.56992 4.90915
Br -2.96886 0.17686 3.68921
Br -1.36195 -2.46711 4.59035
Br 0.01687 0.43168 4.87457
H -2.05996 -0.47425 5.92016
C -7.34974 -1.67682 0.90957
Br -8.82614 -2.34374 1.98647
Br -5.96256 -0.86578 2.00597
Br -6.63253 -3.05107 -0.26572
H -7.75334 -0.88638 0.26822
C 5.68406 -1.75762 4.55330
Br 3.83876 -1.66765 3.94418
Br 6.92787 -1.94521 3.06942
Br 6.14305 -0.25228 5.69677
H 5.77558 -2.66222 5.16351
C -6.73494 2.17072 -4.01746
Br -6.13302 2.55562 -2.20811
Br -5.55541 2.94974 -5.35387
Br -6.99414 0.26414 -4.30386
H -7.71317 2.64793 -4.13729
C 6.90008 2.46844 8.84902
Br 7.22768 4.00858 9.99133
Br 5.02835 2.33198 8.33702
Br 8.07725 2.45241 7.30039
H 7.13595 1.57674 9.43916
C -10.94666 0.26844 -6.71675
Br -10.17644 1.07225 -8.31202
Br -10.34191 -1.56323 -6.46496
Br -10.63547 1.35744 -5.13514
H -12.03020 0.22921 -6.86979
C -4.69118 -2.24359 -7.18348
Br -3.84809 -0.54268 -6.75878
Br -6.62727 -2.15329 -7.01750
Br -4.14434 -2.90672 -8.92861
H -4.34014 -2.96848 -6.44163
C -8.88273 0.68868 -12.64394
Br -9.62807 2.45739 -12.96074
Br -7.42919 0.73643 -11.35200
Br -10.25493 -0.59586 -12.14265
H -8.45610 0.34688 -13.59272
C 6.97999 7.48042 8.31750
Br 5.13470 7.57040 7.70838
Br 8.22380 7.29284 6.83361
Br 7.43898 8.98576 9.46097
H 7.07151 6.57583 8.92770
C 3.64695 3.04106 12.41513
Br 2.24592 2.69560 13.71974
Br 3.61265 4.88157 11.78625
Br 5.40185 2.53830 13.08732
H 3.44161 2.40336 11.54900
C 0.27960 2.40850 10.27280
Br -0.53947 4.09258 9.74628
Br 1.17999 1.54380 8.78091
Br 1.46019 2.62521 11.80365
H -0.53133 1.74274 10.58615
C 8.19601 3.08150 3.23818
Br 8.52362 4.62165 4.38048
Br 6.32428 2.94505 2.72617
Br 9.37319 3.06548 1.68954
H 8.43188 2.18980 3.82831
C -2.35102 1.86393 13.95885
Br -2.88891 1.91133 15.82771
Br -0.44714 1.51656 13.76211
Br -3.42560 0.61226 12.92789
H -2.53836 2.86102 13.54684
C -3.55102 -6.65658 -9.67449
Br -4.08891 -6.60918 -7.80562
Br -1.64714 -7.00395 -9.87122
Br -4.62560 -7.90825 -10.70544
H -3.73836 -5.65950 -10.08649
C -3.11158 1.80497 -12.36254
Br -3.24469 1.11524 -10.54849
Br -3.90526 0.59081 -13.65870
Br -3.84444 3.60094 -12.50965
H -2.04506 1.87435 -12.60076
C 12.88968 4.60903 2.24023
Br 11.89399 6.28018 2.24971
Br 14.20522 4.55830 0.80812
Br 13.69081 4.23397 3.97279
H 12.16928 3.80877 2.04112
C -1.55073 4.37548 -16.18644
Br -0.78051 5.17930 -17.78171
Br -0.94597 2.54381 -15.93465
Br -1.23953 5.46448 -14.60483
H -2.63427 4.33626 -16.33948
C -4.77576 -0.19053 7.99559
Br -6.09420 0.55626 6.77566
Br -4.48729 -2.08772 7.67680
Br -3.10847 0.81107 7.96101
H -5.18530 -0.09486 9.00660
C -5.90399 -5.84190 3.30300
Br -5.57638 -4.30175 4.44530
Br -7.77572 -5.97835 2.79099
Br -4.72681 -5.85792 1.75436
H -5.66812 -6.73360 3.89313
C 14.37960 8.88323 0.57832
Br 13.56053 10.56731 0.05180
Br 15.27999 8.01853 -0.91357
Br 15.56019 9.09994 2.10917
H 13.56867 8.21747 0.89167
*
```



No. 4
Entry from the Open Molecules 2025 dataset: a molecular structure, C35H51NP2Y in a non-equilibrium geometry (ωB97M-V with the def2-TZVPD basis set).

- Frontier orbital gap: 5.47 eV
- LUMO level: -2.97 eV
- Energy: -2139.59202 hartree
- Molecular weight: 636.7 g/mol

Structure (ORCA input):
```
! RIJCOSX wB97M-V def2-TZVPD def2/J DEFGRID3
* xyz 1 1
Y 0.41508 -0.26023 -0.53581
C -0.58298 -2.88701 1.54930
C 0.67778 -2.90895 0.86423
C 0.90579 -1.67035 2.80333
C -0.43782 -2.11211 2.72044
C 1.61039 -2.17469 1.68255
C -1.79043 -3.68716 1.24614
H -1.60355 -4.42499 0.45779
H -2.61641 -3.03298 0.93256
H -2.15348 -4.24431 2.12392
C -1.50660 -1.92839 3.72775
H -2.18185 -2.79446 3.76505
H -2.11905 -1.04691 3.49349
H -1.08710 -1.77473 4.72877
C 1.53504 -0.92799 3.91724
H 0.95561 -1.01782 4.84352
H 1.62097 0.14098 3.67717
H 2.55398 -1.29429 4.10658
C 3.08712 -2.18204 1.55141
H 3.55909 -2.52366 2.48801
H 3.47246 -1.17446 1.33713
H 3.42134 -2.84547 0.74497
C 1.08147 -3.86168 -0.20576
H 1.81389 -4.59370 0.17978
H 1.55916 -3.36022 -1.06248
H 0.22247 -4.42039 -0.60011
C -1.41814 0.80156 -2.47297
C -2.11483 -0.19953 -3.44278
C -1.26786 -0.99805 -4.44428
C 0.21376 -1.31174 -4.12560
C 0.72763 -1.26889 -2.63100
C 1.70633 -0.02661 -2.43975
C 1.24070 1.31453 -3.04905
C -0.24907 1.60637 -3.16105
H -1.27992 -0.41445 -5.38007
H 0.87623 -0.67136 -4.72366
H -1.81020 -1.92578 -4.69326
H -0.54118 1.61264 -4.22183
H -2.12535 1.64255 -2.38830
H -2.91649 0.30623 -4.01276
H -0.39420 2.64874 -2.85447
H 1.73863 2.16147 -2.54293
H 2.56623 -0.36747 -3.04160
H 1.65036 1.35442 -4.07220
H 0.40405 -2.33989 -4.46574
H 1.34950 -2.17256 -2.50405
P -2.86504 -1.07927 -2.05373
C -4.33847 -0.50757 -1.28101
C -2.53121 -2.83189 -2.00750
P 3.17270 0.26222 -0.90224
C -1.63180 -0.00785 -1.20045
C 4.44689 -0.88785 -1.52631
C 3.88806 1.92649 -1.02581
H -4.04901 0.00677 -0.35384
H -4.95566 -1.36639 -0.99093
H -4.84753 0.15642 -1.98847
H -1.57627 -3.11958 -2.47463
H -3.33195 -3.32709 -2.58574
H -2.53960 -3.22546 -0.99094
H 3.22622 2.62065 -1.55109
H 4.86601 1.90482 -1.52166
H 4.00769 2.29786 -0.00148
H -2.05320 0.57913 -0.37823
H -0.21360 -1.47214 -2.00495
H 5.10902 -1.13622 -0.68721
H 5.01937 -0.40828 -2.33163
H 3.97947 -1.81889 -1.88535
C 1.58432 4.79997 -0.12498
C 0.38572 4.39379 -0.72265
C -0.37917 3.39355 -0.14340
C 0.08807 2.70588 1.00201
C 1.30874 3.12231 1.60109
C 2.02709 4.18105 1.05482
N -0.64816 1.63420 1.52830
C -1.40833 1.97667 2.64465
C -1.17129 1.34434 3.88512
C -1.71507 1.83656 5.07107
C -2.57446 2.94640 5.03492
C -2.91278 3.52266 3.80302
C -2.37162 3.02463 2.61916
H 2.16762 5.61232 -0.56278
H 0.01600 4.89587 -1.61577
H -1.36398 3.12807 -0.53492
H 1.64773 2.58516 2.48928
H 2.92457 4.55240 1.56397
H -0.48872 0.49638 3.86911
H -1.46086 1.35518 6.02069
H -2.98025 3.34953 5.96632
H -3.59046 4.37878 3.77093
H -2.63533 3.45429 1.65358
*
```



Among the records above, which one has the highest energy?
C35H51NP2Y



Which formula does entry 1 have?
C35H51AsCrN8S2



Which of these has the lowest molecular weight?
C35H51NP2Y



Which formula does entry 1 have?
C35H51AsCrN8S2